{"formula": "C12H26BeN4O7", "method": "ωB97M-V with the def2-TZVPD basis set", "e_above_lowest_ev": 0.000, "homo_lumo_gap_ev": [5.4500, 5.4936], "multiplicity": 1, "symbols": ["O", "H", "Be", "N", "N", "N", "N", "O", "O", "O", "O", "C", "C", "C", "C", "C", "H", "H", "H", "C", "H", "H", "H", "C", "C", "H", "H", "H", "H", "H", "H", "H", "H", "C", "H", "H", "H", "O", "H", "H", "C", "C", "C", "O", "H", "H", "H", "H", "H", "H"], "coordinates": [[-0.038, 0.310, -5.439], [-0.569, -0.030, -6.184], [-0.406, 0.118, -0.415], [-0.100, 1.805, 0.548], [1.140, 0.863, -1.237], [-1.167, -0.944, 0.763], [-0.208, -1.441, -1.287], [-1.065, 2.308, 1.243], [-1.834, -0.480, 1.880], [0.362, -1.613, -2.499], [1.723, 0.384, -2.309], [1.699, 2.013, -0.808], [1.033, 2.521, 0.328], [-1.325, -2.238, 0.503], [-0.727, -2.560, -0.732], [1.597, 3.625, 1.172], [1.946, 3.283, 2.160], [0.877, 4.440, 1.290], [2.476, 4.037, 0.658], [2.874, 2.576, -1.520], [2.651, 2.797, -2.575], [3.679, 1.830, -1.490], [3.240, 3.499, -1.064], [-2.032, -3.244, 1.346], [-0.773, -3.887, -1.400], [-2.718, -2.765, 2.046], [-1.366, -3.907, 1.920], [-2.628, -3.905, 0.708], [0.005, -3.933, -2.158], [-1.741, -4.094, -1.881], [-0.599, -4.676, -0.662], [-1.742, 0.505, 1.823], [1.051, -0.676, -2.523], [-0.997, 0.807, -4.473], [-0.426, 1.491, -3.826], [-1.434, -0.020, -3.878], [-1.817, 1.381, -4.961], [-1.866, 0.910, -1.081], [-2.661, 0.384, -0.864], [-1.993, 1.783, -0.637], [0.147, 0.853, 4.070], [0.766, -0.193, 3.172], [0.947, -1.572, 3.752], [1.058, 0.017, 2.001], [0.119, 0.508, 5.104], [-0.878, 1.101, 3.769], [0.749, 1.761, 4.011], [0.166, -2.238, 3.341], [1.933, -1.940, 3.457], [0.871, -1.555, 4.839]], "forces_ev_per_a": [[-1.270, 0.026, -0.190], [0.562, 0.137, 0.486], [1.365, 1.960, -0.312], [1.656, 1.522, -0.759], [0.934, 2.062, 0.473], [-1.601, -2.074, 1.233], [-0.429, -3.997, -1.392], [-0.960, -0.269, 1.297], [0.067, 0.088, -0.082], [-0.640, 0.304, 1.421], [-0.043, -1.778, -1.399], [-0.882, -2.820, -0.919], [-2.001, -0.953, 1.326], [-0.048, 2.761, 1.994], [1.597, 2.377, -2.953], [-0.273, 0.347, -0.392], [-0.360, -0.040, -0.261], [0.060, -0.099, 0.246], [-0.279, -0.049, 0.240], [0.279, 0.144, -0.003], [-0.005, -0.305, 0.301], [-0.085, 0.142, -0.224], [-0.100, -0.167, 0.001], [-0.566, -0.052, 0.217], [0.243, -0.211, 0.185], [0.185, 0.053, -0.017], [0.070, 0.414, -0.270], [0.135, 0.116, -0.016], [-0.037, 0.013, -0.030], [0.206, 0.215, 0.124], [-0.039, 0.016, -0.110], [0.266, 0.101, -0.120], [0.668, 0.918, -0.174], [0.311, 0.081, -0.222], [-0.349, -0.387, -0.067], [0.300, 0.452, -0.238], [0.480, -0.318, 0.223], [-0.650, -0.327, 0.041], [0.421, 0.419, -0.249], [0.333, -0.540, 0.152], [0.206, 0.115, 0.149], [-0.246, -0.012, -1.215], [0.095, -0.191, 0.078], [0.140, -0.288, 1.640], [0.020, 0.075, -0.049], [0.316, -0.027, -0.151], [-0.158, 0.076, -0.049], [0.324, 0.266, 0.144], [-0.199, -0.120, -0.026], [-0.020, -0.176, -0.084]], "nbo_charge": [-0.7174, 0.4558, 1.6387, -0.2334, -0.2938, -0.3221, -0.2120, -0.6757, -0.5788, -0.5348, -0.6091, 0.1609, 0.0995, 0.2529, 0.1165, -0.6566, 0.2192, 0.2300, 0.2134, -0.6632, 0.2413, 0.2403, 0.2072, -0.6913, -0.6749, 0.2559, 0.2506, 0.2392, 0.2679, 0.2347, 0.2239, 0.5183, 0.4793, -0.2559, 0.1971, 0.1638, 0.1551, -0.9905, 0.5031, 0.5415, -0.7277, 0.6154, -0.7207, -0.5617, 0.2091, 0.2547, 0.2455, 0.2326, 0.2419, 0.2142]}



{"formula": "C7H14N2OS2", "method": "ωB97M-V with the def2-TZVPD basis set", "e_above_lowest_ev": 0.000, "homo_lumo_gap_ev": 7.7443, "multiplicity": 1, "symbols": ["C", "C", "C", "C", "C", "C", "C", "H", "H", "H", "H", "H", "H", "H", "H", "H", "H", "H", "H", "H", "H", "N", "N", "O", "S", "S"], "coordinates": [[-0.619, 2.568, -2.828], [-0.905, 2.315, -1.367], [-0.747, 0.938, -0.753], [0.222, 2.030, -0.410], [0.645, -0.916, 1.508], [1.380, -2.239, 1.391], [0.251, -3.250, 1.623], [0.270, 2.022, -3.154], [-0.459, 3.638, -3.009], [-1.459, 2.245, -3.452], [-1.730, 2.896, -0.956], [-1.446, 0.669, 0.035], [-1.344, -0.855, -2.139], [0.159, 2.436, 0.602], [1.819, 2.746, -1.210], [1.871, -2.326, 0.420], [2.153, -2.282, 2.169], [0.565, -4.184, 2.095], [-0.252, -3.486, 0.681], [-0.406, -2.668, 3.466], [-1.250, -0.537, 2.258], [-0.712, -2.550, 2.498], [-0.486, -1.190, 2.174], [1.522, 1.884, -0.892], [-0.142, -0.463, -1.689], [1.100, 0.559, 0.938]], "forces_ev_per_a": [[-0.099, -0.016, -0.124], [-0.052, 0.293, -0.614], [-0.717, 0.561, -0.732], [-1.863, 2.041, -1.746], [0.878, 0.400, 0.247], [-0.117, -0.076, -0.245], [0.068, -0.184, -0.055], [-0.157, 0.082, 0.040], [-0.016, -0.141, 0.031], [0.128, 0.045, 0.059], [0.168, -0.091, -0.026], [0.145, 0.084, -0.061], [-0.023, 0.110, -0.066], [-0.338, 0.314, -0.751], [-0.023, 0.030, -0.091], [-0.086, 0.009, 0.110], [-0.144, 0.032, -0.083], [-0.053, 0.141, -0.059], [0.051, 0.050, 0.054], [-0.043, -0.018, -0.185], [0.104, -0.115, 0.030], [0.068, -0.123, 0.220], [-0.426, 0.154, 0.169], [0.215, 1.342, -1.302], [-0.138, -0.010, -0.055], [2.471, -4.914, 5.233]], "nbo_charge": [-0.6238, -0.2526, -0.3679, 0.0199, 0.0843, -0.4973, -0.2374, 0.2303, 0.2082, 0.2146, 0.2169, 0.2243, 0.1167, 0.2250, 0.4805, 0.2479, 0.2257, 0.2054, 0.1986, 0.3367, 0.4026, -0.4329, -0.4583, -0.7024, 0.0052, -0.0701]}



{"formula": "C2H5N5O", "method": "ωB97M-V with the def2-TZVPD basis set", "e_above_lowest_ev": 4.704, "homo_lumo_gap_ev": 9.1913, "multiplicity": 1, "symbols": ["C", "C", "H", "H", "H", "H", "H", "N", "N", "N", "N", "N", "O"], "coordinates": [[1.459, 0.745, -0.503], [0.036, -0.298, 1.008], [-2.151, 0.935, -0.239], [-2.496, -0.204, -1.431], [0.659, 0.348, -2.002], [2.339, -0.296, 1.383], [-0.966, -1.637, 1.954], [-2.072, -0.098, -0.336], [-0.654, -0.123, -0.296], [0.125, 0.690, -1.088], [1.360, 0.332, 0.848], [-0.147, -0.970, 2.103], [2.507, 0.578, -1.400]], "forces_ev_per_a": [[3.282, -3.693, -2.906], [1.280, -0.876, 0.219], [-1.288, -0.574, 0.217], [2.139, -0.192, 3.687], [-2.658, -0.119, 1.314], [-4.310, 2.834, -2.434], [1.004, 1.419, 0.475], [-0.436, 2.419, -3.090], [1.449, -3.057, 2.247], [4.303, 1.668, -1.801], [2.234, -1.657, -0.432], [-1.712, -0.117, -2.913], [-5.288, 1.946, 5.416]], "nbo_charge": [0.7373, 0.5490, 0.3441, 0.3699, 0.4385, 0.4824, 0.3668, -0.6022, -0.1707, -0.5073, -0.6494, -0.6988, -0.6594]}



{"formula": "C7H14N2", "method": "ωB97M-V with the def2-TZVPD basis set", "e_above_lowest_ev": 2.250, "homo_lumo_gap_ev": 9.3271, "multiplicity": 1, "smiles": "Cc1c[nH]cn1.CCC", "symbols": ["C", "C", "C", "N", "C", "N", "H", "H", "H", "H", "H", "H", "C", "C", "C", "H", "H", "H", "H", "H", "H", "H", "H"], "coordinates": [[0.023, 1.091, 2.650], [-1.113, 0.760, 1.764], [-1.612, -0.540, 1.767], [-2.914, -0.430, 1.201], [-3.171, 1.028, 0.923], [-2.038, 1.681, 1.225], [-0.068, 0.457, 3.571], [-0.123, 2.075, 2.884], [1.065, 1.134, 2.215], [-1.189, -1.548, 1.996], [-3.485, -1.241, 1.012], [-3.874, 1.269, 0.132], [4.019, -1.659, -2.308], [2.634, -0.904, -2.298], [2.290, -0.247, -3.616], [4.883, -1.083, -2.160], [4.093, -2.263, -3.129], [3.820, -2.351, -1.405], [1.831, -1.776, -2.224], [2.625, -0.299, -1.266], [3.197, 0.270, -4.121], [1.976, -1.075, -4.237], [1.500, 0.512, -3.536]], "forces_ev_per_a": [[1.498, -1.265, -0.377], [-1.690, -1.507, 0.065], [-2.284, 0.929, -1.807], [1.137, 2.480, 0.106], [3.852, -3.755, 0.280], [-0.782, -1.521, 0.405], [0.589, 0.692, -0.871], [-0.391, 2.675, 1.243], [-1.052, -0.751, 0.264], [-0.445, 1.330, 0.042], [-0.199, 0.406, -0.056], [-0.227, 0.285, 0.698], [-3.489, -0.379, 3.696], [-0.131, -1.397, 2.005], [1.431, 1.561, -0.396], [1.001, 0.979, 0.188], [0.342, -1.518, -2.298], [1.163, 0.805, -1.245], [1.498, 1.832, 0.463], [-0.370, -0.889, -2.560], [-1.380, -0.824, 0.851], [-0.148, 0.185, -0.607], [0.077, -0.355, -0.090]], "nbo_charge": [-0.6430, 0.0752, -0.0809, -0.5631, 0.1424, -0.4389, 0.2195, 0.2291, 0.2180, 0.2244, 0.4092, 0.2083, -0.5991, -0.3841, -0.6207, 0.2029, 0.1940, 0.1993, 0.1859, 0.2035, 0.1968, 0.2054, 0.2160]}



One value per record, in order, for calculated total energy: -33555.541; -34179.745; -11647.841; -10464.117 eV.